No. 1
The following is a DFT calculation (ωB97M-V/def2-TZVPD) of a structure of composition C33H36N11O5V.

Geometry as XYZ:
```
86
Properties=species:S:1:pos:R:3:forces:R:3:lowdin_charge:R:1
V -0.699 -0.123 0.810 0.08 0.73 -0.66 1.0371
O 0.997 0.152 -3.000 -0.70 1.11 0.49 0.1027
C 0.443 0.316 -1.894 0.08 0.12 -0.19 -0.4757
O 0.370 -0.561 -0.976 -0.21 0.01 0.56 -0.0758
C -0.207 1.631 -1.590 0.01 0.00 0.04 -0.1459
C -0.281 2.751 -2.394 -0.01 0.01 0.01 0.0607
C -0.978 3.855 -1.900 0.01 -0.01 -0.01 0.0209
C -1.570 3.811 -0.644 0.01 -0.01 0.02 0.0701
C -1.436 2.646 0.093 -0.03 0.03 -0.02 -0.1401
N -0.772 1.611 -0.390 0.03 -0.27 0.25 0.0649
C -1.993 2.365 1.473 -0.03 0.02 0.01 -0.5184
O -2.681 3.140 2.066 0.00 -0.02 0.02 0.1686
O -1.600 1.168 1.910 0.20 -0.40 -0.23 -0.1525
H 1.328 -1.004 -3.324 0.66 -0.37 0.00 0.0324
H 0.185 2.758 -3.369 0.00 0.00 0.00 0.1363
H -1.058 4.750 -2.503 0.00 0.00 0.00 0.1309
H -2.121 4.646 -0.232 0.00 0.00 -0.01 0.1428
C -1.774 -1.781 3.031 0.02 -0.03 0.01 -0.0340
N -0.606 -1.841 2.110 -0.04 -0.03 0.02 -0.3241
C -0.645 -3.135 1.384 -0.04 0.05 0.05 -0.0496
C 0.651 -1.758 2.906 -0.02 -0.01 -0.02 -0.1472
C 1.018 -0.311 3.151 -0.01 -0.03 0.02 -0.1570
N 1.160 0.405 1.861 0.02 0.02 -0.02 -0.3202
C 2.372 -0.057 1.149 0.01 0.02 -0.01 -0.0553
C 1.331 1.849 2.146 0.00 -0.01 0.01 -0.0411
H -1.749 -2.638 3.708 0.00 0.00 0.00 0.1154
H -2.696 -1.819 2.455 -0.01 -0.01 -0.01 0.0824
H -1.756 -0.858 3.605 0.00 0.00 -0.01 0.0969
H -0.471 -3.964 2.074 -0.01 0.02 0.02 0.1048
H 0.124 -3.151 0.609 0.02 0.02 -0.02 0.1009
H -1.625 -3.269 0.927 0.04 0.03 0.02 0.0801
H 1.438 -2.268 2.352 0.00 -0.01 0.01 0.1216
H 0.527 -2.291 3.851 0.00 -0.01 0.00 0.1463
H 1.945 -0.245 3.729 0.00 0.01 0.00 0.1461
H 0.235 0.194 3.720 0.00 -0.01 0.00 0.1288
H 3.245 0.024 1.801 0.00 0.00 0.00 0.1127
H 2.531 0.569 0.273 0.00 0.01 0.00 0.0970
H 2.265 -1.085 0.812 0.00 0.00 0.01 0.0803
H 2.250 2.011 2.716 0.00 0.00 0.00 0.1120
H 0.487 2.215 2.724 0.00 0.00 0.00 0.0963
H 1.404 2.402 1.210 -0.01 0.00 0.00 0.0980
C -4.244 -3.271 -2.061 -0.01 0.07 -0.02 -0.0441
N -3.766 -2.088 -1.328 -0.10 0.15 -0.12 -0.0852
C -2.521 -1.649 -1.230 0.08 -0.21 0.23 -0.1099
N -2.432 -0.808 -0.203 -0.12 0.15 0.01 0.0083
C -3.719 -0.737 0.262 0.05 -0.03 0.06 -0.1505
N -4.542 -1.513 -0.387 -0.03 -0.05 -0.03 0.1697
C -4.050 -4.464 -1.162 0.05 -0.12 0.01 -0.2023
C -5.099 -4.999 -0.428 -0.01 0.04 -0.06 -0.0082
C -4.853 -5.980 0.523 0.00 -0.04 0.05 -0.0297
C -3.559 -6.398 0.784 0.00 -0.03 -0.01 0.0075
C -2.504 -5.868 0.044 0.06 0.13 0.03 -0.1413
C -2.757 -4.928 -0.949 -0.02 -0.03 0.08 0.0025
C -1.122 -6.188 0.408 -0.01 -0.11 -0.13 -0.3167
N -0.676 -6.568 1.553 0.04 0.01 -0.04 0.1299
N 0.705 -6.653 1.428 0.09 -0.02 0.11 0.1358
C 0.991 -6.317 0.222 -0.27 -0.08 -0.23 -0.2899
O -0.126 -5.998 -0.498 0.02 0.01 0.11 0.1158
C 2.291 -6.246 -0.442 0.01 0.13 -0.05 -0.1321
C 3.437 -6.679 0.219 0.04 0.01 0.07 0.0014
C 4.669 -6.558 -0.400 0.00 -0.02 0.03 -0.0364
C 4.768 -6.002 -1.669 -0.03 0.01 -0.04 -0.0155
C 3.625 -5.584 -2.338 -0.01 0.01 0.02 -0.2056
C 3.720 -5.013 -3.732 0.00 -0.03 0.04 -0.0430
N 2.816 -3.870 -3.909 0.11 0.08 -0.06 -0.1002
C 2.706 -2.778 -3.172 -0.11 -0.06 0.24 -0.0377
N 1.750 -2.017 -3.691 0.24 -0.82 -0.61 0.1282
C 1.339 -2.692 -4.801 -0.25 -0.20 0.03 -0.1090
N 1.951 -3.836 -4.944 0.06 0.15 -0.08 0.1552
C 2.385 -5.716 -1.725 0.04 0.00 0.06 0.0221
H -3.657 -3.342 -2.975 -0.02 -0.01 -0.03 0.1364
H -5.286 -3.095 -2.317 0.01 -0.01 0.02 0.1382
H -1.709 -1.976 -1.857 0.02 0.00 0.00 0.1444
H -4.020 -0.109 1.086 0.00 0.00 -0.01 0.1362
H -6.108 -4.640 -0.587 0.00 0.00 0.00 0.1260
H -5.676 -6.401 1.085 0.00 0.00 0.00 0.1209
H -3.353 -7.127 1.555 0.00 0.00 0.00 0.1275
H -1.929 -4.524 -1.522 0.01 -0.01 0.00 0.1203
H 3.358 -7.098 1.213 -0.03 -0.01 0.00 0.1255
H 5.561 -6.892 0.111 0.00 -0.01 0.00 0.1198
H 5.740 -5.906 -2.137 0.00 0.01 -0.02 0.1238
H 3.412 -5.731 -4.490 0.01 0.00 0.00 0.1439
H 4.735 -4.691 -3.961 0.00 -0.01 0.00 0.1386
H 3.280 -2.571 -2.284 0.00 -0.02 -0.02 0.1660
H 0.579 -2.337 -5.476 0.00 0.01 0.01 0.1383
H 1.487 -5.406 -2.245 -0.03 -0.01 0.01 0.1244
```
Positions in Å, forces in eV/Å.

## Properties
- E_LUMO (alpha / beta) (eV) = -6.12 / -5.95
- charge = +2
- E_tot (eV) = -87112.6926
- energy above the lowest of the compared OMol25 structures with the same formula, charge and spin (kJ/mol) = 0.0
- gap between HOMO and LUMO (alpha / beta) (eV) = 7.30 / 7.47
- 2S+1 = 3

---

No. 2
The following is a DFT calculation (ωB97M-V/def2-TZVPD) of a structure of composition C58H41NO7S6Sr.

Geometry as XYZ:
```
114
Properties=species:S:1:pos:R:3:forces:R:3:lowdin_charge:R:1
Sr -13.057 -19.735 2.173 1.10 2.51 1.01 1.1666
S -15.071 -18.318 0.215 -0.06 -0.71 0.70 0.4429
C -16.096 -19.753 0.350 0.70 -0.35 -0.76 -0.7455
C -16.690 -20.263 -0.825 0.22 0.88 -1.30 -0.1572
C -17.361 -21.472 -0.899 -0.14 0.12 0.02 -0.1210
C -17.510 -22.247 0.248 -0.15 -0.07 0.45 -0.1168
C -16.961 -21.768 1.439 -0.73 -1.02 -0.28 -0.1658
C -16.256 -20.591 1.470 0.09 0.97 1.06 -0.5669
S -15.648 -20.249 3.130 0.15 -0.39 -0.01 0.8321
C -16.339 -18.663 3.570 -0.76 0.68 -0.08 -0.4390
C -15.481 -17.519 4.022 0.88 0.91 1.49 -0.3771
C -16.167 -16.295 4.057 0.41 -1.48 -0.48 -0.0986
C -15.426 -15.202 4.526 1.15 -0.30 0.47 -0.0983
C -14.170 -15.465 5.088 -0.64 0.54 1.18 -0.0271
C -13.797 -16.808 5.478 1.54 0.94 0.91 -0.2083
C -10.112 -17.598 4.972 -2.43 -2.61 -2.14 -0.3585
S -9.338 -18.756 3.641 0.15 1.08 0.27 0.8196
C -8.531 -20.026 4.554 -0.67 -1.27 0.88 -0.5783
C -7.183 -20.326 4.270 -1.32 1.87 -0.82 -0.1719
C -6.578 -21.409 4.812 1.61 -1.52 0.79 -0.1738
C -7.251 -22.204 5.743 -0.66 -0.26 -0.49 -0.1411
C -8.611 -22.008 5.981 -0.25 0.80 0.34 -0.1420
C -9.343 -20.908 5.412 0.87 0.44 -1.50 -0.6947
S -11.068 -20.616 5.495 0.35 -1.26 0.35 0.5027
N -14.301 -17.757 4.676 -2.07 -1.84 -0.86 0.1093
H -16.544 -19.635 -1.750 -0.23 -0.80 1.03 0.0986
H -17.801 -21.799 -1.846 0.19 0.12 0.28 0.0950
H -18.113 -23.154 0.237 0.23 0.09 -0.01 0.0880
H -17.089 -22.271 2.408 -0.05 -0.04 -0.68 0.0907
H -16.990 -18.825 4.450 -0.02 -0.27 -0.68 0.0936
H -16.907 -18.296 2.697 -0.02 -0.45 0.42 0.0780
H -17.186 -16.304 3.648 0.47 0.54 0.20 0.0944
H -15.874 -14.209 4.486 0.55 -0.01 -0.13 0.0880
H -13.514 -14.655 5.406 -0.35 0.06 0.05 0.0958
H -10.987 -18.363 5.300 2.62 1.30 0.87 0.0196
H -9.305 -17.112 5.531 -0.77 -0.51 0.35 0.0925
H -6.671 -19.625 3.588 -0.13 -0.56 0.35 0.0904
H -5.547 -21.711 4.561 -0.47 0.49 0.07 0.0867
H -6.726 -23.058 6.185 -0.26 0.27 -0.05 0.0836
H -9.122 -22.679 6.673 -0.05 0.19 -0.20 0.0672
C -4.397 -20.331 -2.172 0.70 0.11 -0.08 -0.0673
C -5.615 -20.621 -1.346 -0.85 0.74 0.22 -0.2799
C -6.252 -19.588 -0.629 0.05 -0.38 0.08 -0.0245
C -7.448 -19.833 0.058 -0.07 0.10 -0.12 -0.0677
C -8.049 -21.087 -0.025 -0.06 -0.13 -0.46 -0.3442
C -7.410 -22.129 -0.688 -0.25 -0.18 0.54 -0.0655
C -6.205 -21.881 -1.322 0.33 -0.59 -0.46 -0.0535
S -9.616 -21.462 0.821 -0.53 0.74 0.88 0.9982
O -9.642 -22.908 1.064 0.18 -1.04 -0.21 -0.4776
C -10.869 -21.081 -0.453 -0.51 -1.31 -1.26 -0.2889
C -10.699 -19.761 -0.918 0.30 0.28 0.31 -0.0859
C -11.382 -19.274 -2.003 0.54 1.06 0.81 -0.0152
C -12.417 -20.029 -2.570 -0.21 -1.46 0.19 -0.1588
C -13.259 -19.474 -3.553 -0.91 -0.76 -0.89 -0.0258
C -14.297 -20.220 -4.120 0.82 1.37 0.34 -0.0849
C -14.423 -21.561 -3.775 -0.08 -0.89 0.30 -0.0975
C -13.607 -22.152 -2.825 -0.61 -0.52 -0.22 -0.0233
C -12.624 -21.412 -2.116 0.06 0.89 -0.04 -0.0931
C -11.832 -21.962 -1.029 0.79 0.92 0.19 -0.0940
C -11.973 -23.461 -0.746 0.33 -0.01 0.26 -0.0920
C -11.354 -24.328 -1.731 0.66 -0.64 0.13 -0.0837
C -10.616 -23.837 -2.854 -0.05 0.45 -0.01 -0.0092
C -9.887 -24.676 -3.670 0.09 0.40 0.49 -0.0814
C -9.842 -26.068 -3.437 -0.69 -0.12 0.04 -0.0841
C -10.601 -26.602 -2.412 1.10 -0.12 -0.86 -0.0473
C -11.283 -25.755 -1.519 -0.63 0.58 0.20 -0.1657
C -11.938 -26.316 -0.403 -0.83 0.21 0.62 -0.0168
C -12.634 -25.488 0.460 0.44 -1.39 -0.06 -0.0850
C -12.583 -24.089 0.347 0.47 0.35 -0.25 -0.2910
S -13.328 -23.240 1.765 0.59 1.48 0.23 1.0811
O -12.483 -21.944 1.884 -1.08 -1.72 -0.47 -0.7460
C -12.819 -24.122 3.247 -0.53 -0.63 -0.34 -0.3868
C -13.666 -24.269 4.349 0.13 0.55 -0.44 -0.0590
C -13.099 -24.574 5.580 -0.24 -0.06 0.52 -0.0406
C -11.732 -24.811 5.759 0.29 0.07 -1.24 -0.2477
C -11.150 -25.151 7.114 0.26 0.20 -0.23 -0.0465
C -10.935 -24.786 4.583 0.23 -0.42 0.60 -0.0044
C -11.505 -24.494 3.348 1.67 0.07 -0.11 -0.0784
H -4.221 -19.249 -2.223 0.03 -0.27 0.12 0.0726
H -4.482 -20.671 -3.214 -0.17 -0.08 0.31 0.0774
H -3.489 -20.807 -1.755 -0.38 0.21 -0.13 0.0841
H -5.805 -18.587 -0.582 -0.20 -0.46 -0.05 0.1167
H -7.915 -19.044 0.647 0.10 -0.11 -0.05 0.1025
H -7.850 -23.131 -0.595 0.21 0.42 -0.32 0.1136
H -5.707 -22.702 -1.852 -0.16 0.24 0.18 0.1140
H -9.971 -19.164 -0.329 -0.55 -0.12 -0.83 0.1136
H -11.160 -18.245 -2.358 -0.38 -0.82 0.26 0.1360
H -13.074 -18.470 -3.922 -0.06 0.00 0.35 0.1128
H -15.000 -19.724 -4.804 0.43 -0.39 0.20 0.1063
H -15.189 -22.181 -4.259 0.31 0.28 0.23 0.1054
H -13.786 -23.232 -2.653 0.33 0.83 0.24 0.1247
H -10.590 -22.752 -3.054 -0.04 -0.72 0.16 0.1253
H -9.279 -24.221 -4.450 -0.18 -0.21 0.03 0.1014
H -9.264 -26.703 -4.111 -0.17 0.09 0.26 0.0987
H -10.617 -27.694 -2.275 -0.04 0.60 0.15 0.1138
H -11.886 -27.410 -0.233 -0.15 0.82 -0.12 0.1225
H -13.164 -25.938 1.312 0.33 0.29 -0.37 0.1176
H -14.733 -24.096 4.237 0.13 0.19 0.19 0.1105
H -13.742 -24.571 6.463 0.11 -0.11 -0.27 0.1167
H -11.784 -24.741 7.919 0.35 -0.23 -0.29 0.0848
H -10.122 -24.741 7.204 -0.66 -0.15 0.00 0.0725
H -11.070 -26.248 7.212 -0.12 0.40 0.09 0.0804
H -9.841 -24.994 4.635 -1.03 0.21 0.00 0.1319
H -10.887 -24.506 2.439 -0.06 0.28 0.54 0.1074
O -10.726 -14.038 7.058 0.11 1.21 1.10 0.0422
C -11.105 -14.998 6.474 -0.39 -2.22 -3.01 -0.2589
C -10.933 -15.062 4.764 -0.22 -3.20 1.88 -0.2917
O -10.959 -14.030 4.093 -0.34 -0.53 0.19 -0.0534
C -11.001 -16.664 4.204 0.03 5.33 -0.19 -0.4649
C -12.967 -17.223 6.761 1.13 3.44 -2.21 -0.3330
O -13.006 -18.283 7.324 -1.02 -2.15 0.40 -0.0099
C -11.707 -16.327 7.301 -0.83 1.24 -2.40 -0.2556
O -11.045 -16.688 8.231 -0.06 -0.25 0.44 0.0591
O -11.570 -16.822 3.095 0.64 -1.33 0.64 -0.1166
```
Positions in Å, forces in eV/Å.

## Properties
- E_LUMO (alpha / beta) (eV) = 2.69 / 2.69
- charge = -2
- E_tot (eV) = -142477.0865
- gap between HOMO and LUMO (alpha / beta) (eV) = 2.16 / 1.97

---

No. 3
The following is a DFT calculation (ωB97M-V/def2-TZVPD) of the molecule C5H10O2.

Geometry as XYZ:
```
17
Properties=species:S:1:pos:R:3:forces:R:3:lowdin_charge:R:1
O 1.901 -0.458 1.337 0.20 0.23 0.17 -0.0768
C 1.885 -0.383 -0.087 0.01 -0.03 -0.29 -0.2553
C 0.488 -0.783 -0.541 -0.03 -0.07 0.05 -0.1630
C -0.548 0.332 -0.560 0.07 -0.02 -0.06 -0.2567
C -2.009 -0.142 -0.490 -0.11 -0.22 -0.33 -0.1593
O -2.248 0.581 0.724 -0.16 0.03 0.11 -0.1084
C -0.885 1.029 0.773 0.30 0.18 0.17 -0.1496
H 2.244 0.360 1.704 0.08 -0.05 -0.02 0.0845
H 2.626 -1.089 -0.488 -0.11 0.13 0.10 0.1119
H 2.167 0.620 -0.438 -0.09 -0.13 0.06 0.1227
H 0.188 -1.536 0.198 -0.14 -0.04 -0.21 0.1245
H 0.511 -1.276 -1.522 0.05 0.11 0.11 0.1208
H -0.358 1.041 -1.375 0.01 -0.15 0.14 0.1402
H -2.109 -1.227 -0.347 -0.04 0.16 -0.01 0.1187
H -2.679 0.175 -1.299 0.10 0.00 0.11 0.1165
H -0.823 2.125 0.771 0.00 -0.17 -0.01 0.1180
H -0.349 0.632 1.641 -0.14 0.05 -0.10 0.1111
```
Positions in Å, forces in eV/Å.

## Properties
- E_LUMO (eV) = 0.86
- SMILES = OCCC1COC1
- charge = 0
- E_tot (eV) = -9440.5714
- energy above the lowest of the compared OMol25 structures with the same formula, charge and spin (kJ/mol) = 238.5
- gap between HOMO and LUMO (eV) = 10.32

---

No. 4
The following is a DFT calculation (ωB97M-V/def2-TZVPD) of the molecule CH5N3O.

Geometry as XYZ:
```
10
Properties=species:S:1:pos:R:3:forces:R:3:lowdin_charge:R:1
N -2.116 -0.039 0.048 -2.26 -1.05 -0.19 -0.0637
N -0.742 -0.384 -0.033 0.66 1.50 -0.04 -0.0780
C -0.042 0.704 0.014 -1.55 -1.53 -0.86 -0.2244
N 1.308 0.601 -0.133 0.47 -0.57 0.41 -0.0463
O 1.755 -0.739 0.044 0.49 0.20 -0.22 -0.0645
H -2.529 -0.683 0.744 0.45 0.55 -0.15 0.0723
H -2.642 -0.377 -0.796 1.11 0.46 0.55 0.0849
H -0.505 1.700 -0.009 0.32 -0.30 0.32 0.1333
H 1.746 1.094 0.624 0.57 0.50 0.10 0.1230
H 0.989 -1.298 -0.170 -0.25 0.24 0.07 0.0635
```
Positions in Å, forces in eV/Å.

## Properties
- E_LUMO (eV) = 1.18
- SMILES = N/N=C/NO
- charge = 0
- E_tot (eV) = -7632.8529
- energy above the lowest of the compared OMol25 structures with the same formula, charge and spin (kJ/mol) = 268.7
- gap between HOMO and LUMO (eV) = 10.30

---

No. 5
The following is a DFT calculation (ωB97M-V/def2-TZVPD) of a structure of composition C13H16N4O5PRh.

Geometry as XYZ:
```
40
Properties=species:S:1:pos:R:3:forces:R:3:lowdin_charge:R:1
Rh 0.594 -0.112 -0.059 0.24 0.00 0.05 1.0835
O 0.056 6.098 0.246 0.03 -0.07 0.00 0.1515
C 0.128 4.778 0.177 0.01 0.10 -0.01 -0.2466
C -0.979 3.944 -0.004 -0.02 -0.07 -0.01 0.1192
C -0.767 2.582 -0.052 0.08 0.03 0.09 -0.1458
N 0.442 2.055 0.099 -0.14 0.12 -0.05 0.0199
C 1.508 2.852 0.221 -0.12 -0.30 0.04 -0.1523
C 1.420 4.219 0.263 0.01 -0.15 0.03 0.1248
C 2.746 1.973 0.207 0.07 0.67 -0.15 -0.4417
O 3.834 2.609 0.484 -0.09 -0.26 -0.02 0.3579
O 2.673 0.787 -0.088 0.17 -0.07 0.13 0.0012
C -1.853 1.563 -0.356 -0.04 -0.36 -0.33 -0.5316
O -3.011 1.856 -0.441 0.13 0.12 0.15 0.1505
O -1.360 0.349 -0.593 -0.21 0.29 0.07 -0.2424
H -0.852 6.423 0.176 -0.02 0.04 -0.01 0.1480
H -1.985 4.325 -0.127 0.01 0.03 0.01 0.1515
H 2.286 4.861 0.345 -0.01 0.01 0.01 0.1537
C -1.380 -5.018 -1.522 -0.06 0.07 -0.02 -0.0895
N -2.180 -3.717 -1.749 0.03 0.02 0.06 -0.0609
C -3.243 -3.607 -0.628 0.03 -0.02 -0.13 -0.0826
N -2.629 -3.680 0.647 0.00 0.06 0.01 -0.1394
C -1.875 -4.923 0.796 -0.05 -0.06 0.05 -0.1324
N -0.825 -5.040 -0.214 0.08 0.04 -0.09 -0.1419
C 0.270 -4.088 -0.019 -0.03 -0.11 0.00 -0.2697
P -0.378 -2.369 -0.158 -0.05 0.14 0.07 0.9709
C -1.276 -2.515 -1.764 -0.10 -0.24 -0.02 -0.2284
C -1.835 -2.499 0.973 0.03 -0.10 0.01 -0.2705
H -0.616 -5.058 -2.297 0.01 -0.03 0.03 0.1508
H -2.092 -5.832 -1.652 0.02 0.00 -0.01 0.1539
H -2.663 -3.776 -2.647 0.01 -0.01 -0.01 0.1898
H -3.922 -4.445 -0.787 -0.01 0.03 0.02 0.1542
H -3.759 -2.660 -0.784 -0.03 -0.02 0.04 0.1553
H -2.558 -5.767 0.689 0.01 0.01 0.02 0.1495
H -1.430 -4.961 1.789 -0.01 -0.01 -0.01 0.1468
H 1.058 -4.258 -0.754 0.00 -0.02 0.01 0.1091
H 0.706 -4.235 0.971 0.01 0.00 -0.02 0.1109
H -0.574 -2.631 -2.591 -0.01 0.04 0.00 0.1152
H -1.879 -1.620 -1.917 0.03 0.04 0.00 0.0962
H -2.431 -1.590 0.874 -0.01 -0.01 0.01 0.0994
H -1.485 -2.574 2.004 -0.02 0.04 0.00 0.1119
```
Positions in Å, forces in eV/Å.

## Properties
- E_LUMO (alpha / beta) (eV) = -6.47 / -9.63
- charge = +2
- E_tot (eV) = -42217.1321
- energy above the lowest of the compared OMol25 structures with the same formula, charge and spin (kJ/mol) = 0.0
- gap between HOMO and LUMO (alpha / beta) (eV) = 8.46 / 5.97
- 2S+1 = 5